This record from OMol25 describes C14H29Al2BeBr4CaCl4F4O7P as an isolated structure at a distorted geometry. The level of theory is ωB97M-V/def2-TZVPD.

Structure (XYZ):
```
67
C14H29Al2BeBr4CaCl4F4O7P, DFT ωB97M-V/def2-TZVPD
C -1.935 -2.977 1.669
C -2.258 -2.624 0.210
C -2.162 -1.132 -0.133
C -2.769 -0.178 0.898
Al -4.580 -0.726 1.541
C -5.610 -1.744 0.081
C -5.945 -3.208 0.385
F -5.563 -3.562 1.657
H -2.678 -3.672 2.040
H -0.988 -3.518 1.744
H -1.846 -2.125 2.324
H -1.495 -3.127 -0.426
H -3.222 -3.031 -0.076
H -1.144 -0.860 -0.384
H -2.727 -0.989 -1.058
H -2.133 -0.144 1.779
H -2.742 0.832 0.495
H -5.529 0.675 1.825
H -4.461 -1.544 2.897
H -5.128 -1.723 -0.892
H -6.584 -1.217 -0.020
H -7.018 -3.378 0.333
H -5.510 -3.877 -0.345
Be -0.541 -4.765 -0.186
C 4.613 -0.277 -2.043
C 3.589 0.810 -1.823
O 2.233 0.390 -2.054
C 1.536 -0.356 -0.994
O 1.593 0.215 0.127
C 1.977 -1.832 -0.986
F 2.181 -2.185 -2.274
F 0.977 -2.605 -0.510
F 3.056 -2.136 -0.300
H 4.368 -0.882 -2.926
H 5.603 0.159 -2.178
H 4.674 -0.940 -1.185
H 3.765 1.585 -2.562
H 3.705 1.286 -0.850
H 0.510 -0.438 -1.461
Al 1.982 0.132 -4.188
C 3.038 4.954 -3.356
Cl 3.664 6.592 -3.460
Cl 1.791 4.697 -4.589
Cl 4.357 3.794 -3.625
Cl 2.343 4.690 -1.757
Br 0.911 -2.589 -4.233
Br 5.669 4.618 -0.268
C 6.621 6.264 0.122
C 5.687 7.344 0.589
Br 4.681 8.111 -0.898
H 7.163 6.537 -0.777
H 7.329 6.006 0.906
H 6.246 8.174 1.015
H 4.960 6.991 1.311
O 5.150 -1.196 1.033
P 4.749 -0.122 2.035
O 3.707 -0.686 2.989
O 4.164 1.077 1.287
O 5.971 0.330 2.817
C -8.227 -3.657 4.262
O -7.561 -4.860 3.915
H -9.089 -3.904 4.875
H -7.555 -3.007 4.829
H -8.564 -3.141 3.355
H -6.800 -4.626 3.374
Ca -7.551 0.539 0.064
Br 5.351 2.758 -5.966
```

Calculated total energy (eV): -411755.1070
HOMO-LUMO gap (eV): 1.577
Total charge: 0
HOMO (eV): -6.98
Strongest force on any atom (eV/A): 3.0
Multiplicity: 1
Molecular weight (g mol⁻¹): 980.83

Atomic partial charges in e from the natural (NBO) method, atoms 1 to 6: C -0.644; C -0.400; C -0.392; C -0.953; Al 1.105; C -0.903